A molecular structure, C20H33GaN5O6Si. Source: the Open Molecules 2025 dataset; level of theory: ωB97M-V/def2-TZVPD.

The value obtained for the calculated total energy is -3721.2999 hartree. The gap between HOMO and LUMO (spin up / spin down) is 4.4 / 8.4 eV. As for the net charge: -1. Its HOMO energy (spin up / spin down) is -2.2748 / -6.2265 eV. For the energy above the lowest of the compared OMol25 structures with the same formula, charge and spin, the calculation gives 0.000 eV. The multiplicity is 1.

Each line ends with the Mulliken charge.
Positions of all 66 atoms, in Å:
Ga: 0.773 0.071 -0.090  1.93
Si: -1.475 4.425 0.718  -0.08
O: -4.674 -3.952 1.568  -0.72
O: -0.966 -8.011 -1.174  -0.71
O: -0.944 -1.036 0.081  -0.69
O: 0.960 -2.013 -0.225  -0.68
O: 0.762 -6.792 -1.669  -0.71
O: -4.702 -6.061 1.042  -0.71
N: 2.983 -0.051 -0.010  -0.42
N: -4.144 -4.955 1.069  1.00
N: 0.886 -0.460 2.141  -0.52
N: 1.209 0.346 -1.957  -0.48
N: -0.370 -6.925 -1.187  1.01
C: 0.735 0.430 -4.330  -1.88
C: -1.138 0.707 -2.690  -1.50
C: -2.493 4.508 2.275  -1.00
C: 0.648 2.468 -2.890  -1.55
C: 1.579 0.412 3.096  -0.62
C: -0.537 2.864 0.678  -0.28
C: 3.902 -0.620 0.983  -0.79
C: 4.028 0.218 2.251  -0.48
C: -0.976 -3.436 -0.103  0.76
C: -2.585 4.481 -0.775  -0.91
C: -0.280 5.856 0.668  -1.01
C: -2.241 -3.518 0.463  -1.13
C: -0.299 -2.124 -0.090  0.37
C: 0.356 0.957 -2.942  1.78
C: -2.866 -4.797 0.476  -0.22
C: -0.311 -4.524 -0.654  -0.97
C: -2.248 -5.905 -0.075  -0.07
C: 0.069 1.808 0.609  -0.14
C: 3.007 -0.034 3.356  -0.85
C: -0.991 -5.774 -0.637  -0.26
H: 1.794 0.613 -4.520  0.40
H: -3.196 3.674 2.319  0.31
H: -3.246 3.613 -0.800  0.31
H: 1.117 -1.439 2.283  0.21
H: 1.704 2.658 -3.096  0.35
H: -1.752 1.180 -3.463  0.52
H: -0.119 -0.381 2.259  0.33
H: -2.000 4.479 -1.697  0.26
H: 0.050 2.972 -3.655  0.43
H: 4.893 -0.730 0.534  0.48
H: -1.351 -0.364 -2.697  0.29
H: -3.201 5.384 -0.759  0.33
H: -1.857 4.454 3.161  0.30
H: 5.018 0.028 2.672  0.34
H: 3.007 -1.101 3.610  0.34
H: -2.741 -6.864 -0.063  0.60
H: 0.291 5.848 -0.263  0.31
H: -1.441 1.102 -1.720  0.22
H: 0.677 -4.437 -1.072  0.67
H: -2.741 -2.655 0.868  0.65
H: -3.061 5.441 2.315  0.29
H: 0.560 -0.645 -4.387  0.40
H: 3.349 0.483 4.257  0.37
H: 3.327 0.836 -0.368  0.28
H: 0.400 2.882 -1.914  0.07
H: 1.559 1.428 2.692  0.23
H: 1.041 0.440 4.048  0.41
H: 4.018 1.279 1.975  0.28
H: 2.936 -0.642 -0.838  0.25
H: 0.429 5.801 1.496  0.31
H: 3.548 -1.627 1.219  0.27
H: -0.812 6.809 0.736  0.30
H: 0.143 0.917 -5.110  0.40

=====

A molecular structure, C20H33HfN3O7S3Si2. Source: the Open Molecules 2025 dataset; level of theory: ωB97M-V/def2-TZVPD.

The value obtained for the calculated total energy is -3294.7526 hartree. The gap between HOMO and LUMO is 8.5 eV. Its HOMO energy is -9.0857 eV. For the energy above the lowest of the compared OMol25 structures with the same formula, charge and spin, the calculation gives 0.000 eV. The multiplicity is 1.

Each line ends with the Mulliken charge.
Positions of all 69 atoms, in Å:
Hf: -1.100 0.216 -0.022  0.58
S: 0.547 -3.402 -0.883  0.39
S: -2.497 -1.807 -1.211  -0.41
S: -3.629 -0.204 -0.692  0.99
Si: -0.414 1.746 3.065  0.47
Si: -0.435 -1.511 3.012  0.38
O: -3.093 0.019 0.731  -0.59
O: -0.645 2.191 -0.236  -0.37
O: 0.266 3.319 -5.836  -0.62
O: -5.039 -0.318 -0.805  -0.59
O: -2.939 0.902 -1.411  -0.63
O: -0.296 4.045 -1.433  -0.87
O: 0.111 4.595 -4.018  -0.53
N: -0.293 0.571 -2.304  0.53
N: 1.164 -0.150 0.145  0.88
N: -0.026 0.991 -4.429  -0.05
C: -0.184 0.022 -3.506  -0.06
C: -0.123 0.132 2.095  2.12
C: -0.611 -1.428 4.878  -1.30
C: 1.223 0.085 1.470  -1.37
C: -0.037 2.213 -3.816  -0.11
C: -0.212 1.934 -2.494  -0.03
C: 3.616 0.123 1.325  -0.62
C: 2.272 -0.260 -0.598  -0.49
C: -0.399 -4.775 -0.204  -1.07
C: -2.205 2.261 2.886  -1.10
C: -0.391 2.834 -1.339  1.03
C: 0.131 3.438 -4.643  0.55
C: 2.474 0.245 2.083  -0.59
C: 0.706 3.119 2.436  -1.13
C: 3.523 -0.141 -0.045  -1.07
C: 2.197 -4.121 -0.810  -1.16
C: -1.986 -2.388 2.436  -0.78
C: 1.035 -2.653 2.727  -0.62
C: -0.160 -1.418 -3.859  -1.17
C: -0.054 1.705 4.913  -1.32
H: -0.021 4.488 -3.035  0.42
H: -1.974 -2.657 1.379  0.01
H: 0.540 3.992 3.073  0.47
H: 2.441 -4.418 0.210  0.34
H: 2.279 -4.980 -1.475  0.40
H: -0.306 -1.544 -4.931  0.45
H: 0.772 -3.651 3.088  0.41
H: -0.789 1.151 5.493  0.36
H: 0.082 0.881 -5.427  0.25
H: -1.518 -0.913 5.199  0.31
H: 2.521 0.444 3.145  0.60
H: -0.943 -1.947 -3.326  0.20
H: 1.310 -2.734 1.674  -0.25
H: 4.588 0.229 1.789  0.47
H: -2.086 -3.310 3.015  0.45
H: 1.913 -2.324 3.287  0.34
H: 4.405 -0.237 -0.661  0.49
H: 2.123 -0.442 -1.655  0.37
H: -2.466 2.551 1.867  0.21
H: -1.442 -4.465 -0.181  0.26
H: 1.767 2.870 2.509  0.33
H: -0.071 -4.996 0.812  0.27
H: 0.490 3.411 1.411  0.22
H: 0.241 -0.976 5.383  0.35
H: 0.795 -1.866 -3.583  0.17
H: -2.389 3.124 3.532  0.45
H: 0.937 1.315 5.156  0.34
H: -0.304 -5.661 -0.829  0.43
H: 2.904 -3.356 -1.128  0.29
H: -0.689 -2.465 5.218  0.37
H: -2.879 -1.784 2.602  0.30
H: -2.889 1.465 3.188  0.29
H: -0.084 2.744 5.252  0.39

=====

A molecular structure, C20H33N3O7PRbS7Sb at a distorted geometry. Source: the Open Molecules 2025 dataset; level of theory: ωB97M-V/def2-TZVPD.

The value obtained for the calculated total energy is -4865.6897 hartree. The gap between HOMO and LUMO (spin up / spin down) is 4.2 / 5.5 eV. As for the expectation value of S²: 0.765. As for the net charge: -2. Its HOMO energy (spin up / spin down) is -0.9842 / -2.3291 eV. For the energy above the lowest of the compared OMol25 structures with the same formula, charge and spin, the calculation gives 1.400 eV. The multiplicity is 2.

Each line ends with the Mulliken charge.
Positions of all 73 atoms, in Å:
Sb: 3.754 2.117 -2.313  1.07
Rb: 0.724 0.852 -0.941  0.43
S: 6.027 2.251 -2.374  -0.68
S: 2.687 4.035 -1.633  -0.64
S: -3.883 2.983 -0.019  -0.15
S: -0.482 4.126 0.269  0.15
S: -2.486 0.066 0.962  0.25
S: 2.647 1.027 -4.000  -0.57
S: 0.357 1.370 2.233  0.18
P: -0.762 -1.114 -2.853  0.61
O: 1.158 -3.767 3.940  -0.72
O: 2.739 1.128 0.130  -0.86
O: 3.999 -0.165 -1.063  -0.76
O: 1.068 -1.005 0.895  0.06
O: 5.854 -3.343 4.117  -0.68
O: -0.008 -2.939 2.314  -0.65
O: 6.892 -2.019 2.762  -0.67
N: 1.073 -3.058 2.919  1.04
N: 5.854 -2.545 3.174  1.02
N: 3.375 0.069 -0.011  1.31
C: -2.923 3.491 1.453  0.64
C: 4.616 -1.294 1.502  -0.56
C: -3.545 -1.588 -2.848  -1.20
C: 0.697 4.055 1.650  -0.67
C: 0.596 -2.270 -2.349  0.31
C: 3.438 -2.751 3.030  -0.40
C: 2.213 -2.398 2.463  -0.50
C: -4.819 1.547 0.630  -0.72
C: -0.455 -1.026 -4.683  -0.65
C: 0.329 3.122 2.790  -0.90
C: -0.988 0.649 3.253  -1.23
C: 4.633 -2.212 2.563  -0.59
C: -1.690 -0.464 2.495  -0.20
C: -4.092 0.674 1.630  -0.98
C: -1.253 0.092 -5.343  -1.17
C: 3.409 -0.855 1.014  -0.91
C: -2.014 4.663 1.126  -1.28
C: 2.120 -1.378 1.436  0.97
C: -2.201 -2.299 -2.755  -0.68
C: 0.732 -3.580 -3.117  -1.52
H: -1.678 1.448 3.540  0.44
H: -0.658 3.354 3.193  0.28
H: -0.168 -4.187 -3.038  0.30
H: -0.971 -1.220 2.167  -0.46
H: -2.118 -2.777 -1.774  0.32
H: -1.726 5.197 2.033  0.40
H: 3.453 -3.481 3.824  0.63
H: -4.364 -2.286 -2.662  0.39
H: 5.545 -0.898 1.119  0.63
H: -2.323 2.633 1.741  -0.80
H: 0.941 -3.392 -4.168  0.31
H: 1.527 -1.702 -2.448  0.29
H: -3.904 1.217 2.556  0.38
H: -0.674 -1.987 -5.162  0.38
H: -3.689 -1.150 -3.833  0.30
H: -2.326 -0.078 -5.266  0.26
H: -2.122 -3.067 -3.531  0.43
H: -5.747 1.924 1.068  0.45
H: 1.623 3.732 1.169  0.22
H: 0.832 5.074 2.024  0.48
H: 0.439 -2.471 -1.284  -0.10
H: 0.610 -0.797 -4.792  0.24
H: 1.070 3.226 3.588  0.53
H: -2.446 -0.948 3.117  0.70
H: -2.521 5.358 0.459  0.47
H: -1.017 1.040 -4.864  0.26
H: -3.640 3.756 2.234  0.39
H: -0.543 0.235 4.162  0.62
H: -4.711 -0.200 1.857  0.46
H: -0.993 0.172 -6.399  0.37
H: 1.561 -4.154 -2.707  0.42
H: -3.592 -0.791 -2.107  0.20
H: -5.060 0.969 -0.261  0.33

=====

A single C20H33NO2S molecule. Source: the Open Molecules 2025 dataset; level of theory: ωB97M-V/def2-TZVPD.

The value obtained for the calculated total energy is -1385.3228 hartree. The gap between HOMO and LUMO is 9.6 eV. Its HOMO energy is -9.1032 eV. For the energy above the lowest of the compared OMol25 structures with the same formula, charge and spin, the calculation gives 0.046 eV. The SMILES is CC(=O)N(CC[C@]1(C(C)C)CCOC(C)(C)C1)[C@H](C)c1cccs1. The multiplicity is 1.

Each line ends with the Mulliken charge.
Positions of all 57 atoms, in Å:
S: 1.210 2.943 -0.648  -0.20
O: -2.820 -0.534 -2.126  -0.65
O: 1.113 -2.638 2.747  -0.45
N: -0.752 0.351 -2.014  0.61
C: -1.036 0.725 1.108  1.34
C: -0.631 -2.989 4.270  -1.97
C: 1.359 1.596 -1.732  0.37
C: 1.065 -0.687 1.321  -0.50
C: 0.213 1.258 -2.637  -0.38
C: 2.801 2.698 -0.054  -0.52
C: -0.731 -4.057 2.034  -1.53
C: -0.244 -0.930 -1.529  -1.23
C: -2.083 0.418 -2.299  0.96
C: -0.833 -1.430 -0.202  -1.44
C: 2.591 1.023 -1.623  -0.41
C: 1.630 -2.083 1.563  -0.78
C: 0.701 0.684 -3.975  -1.79
C: -1.055 -1.518 2.300  -2.33
C: -0.304 -2.784 2.784  1.76
C: -0.458 -0.722 1.118  3.78
C: -0.499 1.640 2.213  -1.83
C: -2.633 1.746 -2.782  -1.53
C: 3.413 1.651 -0.660  -0.60
C: -2.566 0.761 1.163  -2.07
H: -1.916 -1.444 -0.302  0.58
H: 3.184 3.346 0.708  0.50
H: -0.148 0.525 -4.636  0.38
H: -0.129 -3.880 4.636  0.44
H: 1.294 -0.107 2.214  0.74
H: -0.411 -4.054 0.997  0.36
H: -3.718 1.670 -2.774  0.41
H: -0.516 -2.468 -0.135  0.10
H: -1.703 -3.098 4.410  0.34
H: 0.838 -0.848 -1.450  0.46
H: -2.908 1.783 1.009  0.48
H: -0.734 1.170 0.157  -1.04
H: -0.635 1.206 3.200  0.32
H: 0.554 1.868 2.073  0.38
H: -2.330 2.557 -2.123  0.34
H: 4.414 1.330 -0.433  0.45
H: -1.042 2.583 2.188  0.45
H: -2.932 0.430 2.131  0.37
H: 2.710 -2.028 1.728  0.42
H: 1.453 -2.742 0.702  0.28
H: -0.311 2.195 -2.839  0.82
H: 1.204 -0.267 -3.832  0.31
H: -3.017 0.146 0.391  0.41
H: -0.280 -4.921 2.517  0.41
H: -1.096 -0.840 3.154  0.40
H: 2.921 0.185 -2.211  0.41
H: -0.482 -1.697 -2.278  0.38
H: -0.277 -2.141 4.849  0.45
H: -2.077 -1.811 2.061  0.66
H: -1.812 -4.164 2.060  0.35
H: 1.391 1.378 -4.448  0.47
H: 1.568 -0.221 0.475  -0.75
H: -2.312 1.962 -3.798  0.31